i:
The following is a quantum chemistry calculation of 5 unconnected molecules or ions with the total composition CH12O5, from the Open Molecules 2025 dataset.

- structure (SMILES) = CO.O.O.O.O
- E_HOMO (eV) = -10.483
- gap between HOMO and LUMO (eV) = 11.03
- total charge = 0

Structure (XYZ):
```
18
CH12O5, DFT the ωB97M-V functional and the def2-TZVPD basis
C 1.2080 2.5643 1.8383
O 2.0778 1.5856 2.4191
H 0.3970 2.7692 2.5382
H 0.8055 2.2292 0.9040
H 1.8348 3.4744 1.7473
H 1.5549 1.0214 2.9991
O 0.1977 0.1768 -1.3139
H 0.6884 -0.1965 -0.5927
H 0.1614 1.1314 -1.2470
O -3.4537 -1.5867 -5.2102
H -2.5902 -1.2831 -4.9165
H -3.2894 -2.0428 -6.0394
O 1.1175 -0.8352 4.3754
H 0.9391 -1.4456 5.1002
H 1.9995 -1.0657 4.0569
O -1.0401 -2.3592 -1.9219
H -0.7800 -1.5245 -2.3182
H -1.8282 -2.6131 -2.4187
```

***

ii:
The following is a quantum chemistry calculation of 5 unconnected molecules or ions with the total composition CH12O5, from the Open Molecules 2025 dataset.

- structure (SMILES) = CO.O.O.O.O
- E_HOMO (eV) = -9.885
- gap between HOMO and LUMO (eV) = 10.56
- total charge = 0

Structure (XYZ):
```
18
CH12O5, DFT the ωB97M-V functional and the def2-TZVPD basis
C -1.7320 0.7185 -1.1931
O -0.5487 -0.0647 -1.2452
H -2.2084 0.5149 -2.1244
H -2.3336 0.2819 -0.3585
H -1.4414 1.7394 -0.9153
H 0.2172 0.3887 -1.6501
O 1.5223 1.0161 1.5135
H 2.0058 1.8369 1.3414
H 0.8354 1.2391 2.1808
O -0.4789 -3.2862 -0.6568
H -1.3718 -3.5354 -0.9752
H -0.8377 -2.6909 -0.0126
O 0.6004 -0.6511 -3.9789
H 1.5168 -1.0213 -4.1392
H 0.2213 -1.3091 -3.5005
O 1.3109 1.4221 4.9371
H 0.8908 1.2225 5.7609
H 1.8317 2.1786 5.0159
```

***

iii:
The following is a quantum chemistry calculation of 5 unconnected molecules or ions with the total composition CH12O5, from the Open Molecules 2025 dataset.

- structure (SMILES) = CO.O.O.O.O
- E_HOMO (eV) = -10.606
- gap between HOMO and LUMO (eV) = 11.08
- total charge = 0

Structure (XYZ):
```
18
CH12O5, DFT the ωB97M-V functional and the def2-TZVPD basis
C -0.9199 -1.0848 -1.0845
O 0.3324 -1.0990 -0.4144
H -1.2820 -2.1147 -1.1689
H -1.6700 -0.4703 -0.5891
H -0.8534 -0.8140 -2.1460
H 0.8209 -0.3489 -0.7728
O -1.7274 -2.4150 2.3446
H -0.7769 -2.6053 2.3479
H -2.1157 -3.2115 1.9515
O 4.9551 3.3948 -1.5780
H 5.5445 4.1563 -1.5032
H 5.3761 2.8068 -0.9403
O -1.5234 4.5958 -4.2937
H -1.0252 5.2577 -4.7880
H -0.8764 4.0233 -3.8925
O -1.4606 -3.6846 5.7433
H -0.6738 -3.3670 5.2739
H -2.1243 -3.0196 5.5103
```

***

Which of them is the most stable, and which is the least stable? i and ii, in that order.

***

i:
The following is a quantum chemistry calculation of a gas-phase ion, C8H13N2 (charge +1), from the Open Molecules 2025 dataset.

- structure (SMILES) = C[C@H]1CC2=C1N1CC[N@@+]21C
- E_HOMO (eV) = -13.267
- gap between HOMO and LUMO (eV) = 10.31
- total charge = +1

Structure (XYZ):
```
23
C8H13N2, DFT the ωB97M-V functional and the def2-TZVPD basis
C -2.9970 0.6283 -0.6717
C -1.9132 0.3940 0.3880
C -1.4431 -1.0652 0.8305
C -0.1351 -0.7003 0.0879
C -0.4678 0.5166 -0.3284
N 0.8187 0.8361 -0.8385
C 1.7059 1.6339 0.0177
C 1.9642 0.4105 0.8224
N 1.2751 -0.4587 -0.1890
C 2.0241 -1.6213 -0.7427
H -2.9420 -0.0126 -1.5216
H -2.8335 1.6822 -1.0789
H -4.0227 0.5066 -0.2849
H -2.0753 1.1534 1.0643
H -1.9991 -1.8048 0.2671
H -1.4825 -1.4130 1.8671
H 1.2585 2.4533 0.5593
H 2.4989 2.0275 -0.5307
H 2.9994 0.0949 0.9753
H 1.4194 0.4091 1.7405
H 1.4429 -1.9967 -1.5219
H 3.0217 -1.2629 -0.8767
H 1.8827 -2.4106 -0.0352
```

***

ii:
The following is a quantum chemistry calculation of a gas-phase ion, C8H13N2 (charge +1), from the Open Molecules 2025 dataset.

- structure (SMILES) = C=[N+]1C=CC(C(C)(C)C)=N1
- E_HOMO (eV) = -14.367
- gap between HOMO and LUMO (eV) = 8.39
- total charge = +1

Structure (XYZ):
```
23
C8H13N2, DFT the ωB97M-V functional and the def2-TZVPD basis
C -3.8733 0.7318 0.3902
N -2.7326 0.2029 0.1436
C -2.5723 -1.0809 -0.4481
C -1.2521 -1.2884 -0.6047
C -0.5689 -0.0309 -0.0702
C 0.9087 0.1127 -0.0266
C 1.4972 -0.9023 -0.9914
C 1.3157 -0.2184 1.4739
C 1.2620 1.6080 -0.3421
N -1.5393 0.7452 0.4531
H -3.8419 1.7042 0.8227
H -4.7271 0.0594 0.1087
H -3.3927 -1.6317 -0.8498
H -0.6772 -2.0101 -1.1925
H 0.9423 -0.9056 -1.9312
H 2.4926 -0.8143 -1.2496
H 1.4638 -1.9366 -0.7314
H 2.3676 0.1039 1.3257
H 0.8777 -1.2113 1.7575
H 0.9355 0.5431 2.1853
H 1.6818 2.1269 0.4877
H 0.4966 2.3228 -0.6178
H 2.0453 1.4740 -1.1042
```

***

Which of them is the most stable, and which is the least stable? ii and i, in that order.

***

i:
The following is a quantum chemistry calculation of C3H3NS2 in the gas phase, from the Open Molecules 2025 dataset.

- structure (SMILES) = C#CSC(N)=S
- E_HOMO (eV) = -8.359
- gap between HOMO and LUMO (eV) = 8.22
- total charge = 0

Structure (XYZ):
```
9
C3H3NS2, DFT the ωB97M-V functional and the def2-TZVPD basis
C -2.1577 -1.6976 -0.7427
C -1.7340 -0.6416 -0.5138
S -0.8758 1.0372 0.1865
C 0.7593 0.4202 0.1043
N 1.6280 1.3161 0.4834
S 1.2453 -1.1572 -0.1155
H -2.5077 -2.6707 -1.2134
H 2.5096 1.2105 0.9346
H 1.1330 2.1832 0.8766
```

***

ii:
The following is a quantum chemistry calculation of C3H3NS2 in the gas phase, from the Open Molecules 2025 dataset.

- structure (SMILES) = C#CSC(N)=S
- E_HOMO (eV) = -8.623
- gap between HOMO and LUMO (eV) = 8.88
- total charge = 0

Structure (XYZ):
```
9
C3H3NS2, DFT the ωB97M-V functional and the def2-TZVPD basis
C -2.6317 -0.8354 -0.4090
C -1.8228 -0.0109 -0.1051
S -0.5579 1.1877 0.5410
C 0.8485 0.0908 0.4000
N 1.9578 0.7257 -0.0074
S 0.8141 -1.4906 0.7810
H -3.3366 -1.5365 -0.7488
H 2.7993 0.1866 -0.1273
H 1.9293 1.6826 -0.3244
```

***

Which of them is the most stable, and which is the least stable? ii and i, in that order.